No. 1
Entry from OMol25: a structure of composition CH6O4Si in a non-equilibrium geometry (ωB97M-V/def2-TZVPD).

Summary:
- HOMO energy: -11.1934 eV
- Orbital gap: 11.76 eV
- LUMO energy: 0.5657 eV

Each line ends with the Löwdin charge.
CARTESIAN COORDINATES (ANGSTROEM)
C  0.703  -1.326  0.117  -0.60
O  0.077  -2.404  -0.014  0.06
O  0.190  -0.076  0.145  -0.10
O  1.994  -1.267  -0.125  0.18
O  -2.230  -0.991  0.463  -0.16
Si  -1.414  0.231  -0.206  0.52
H  -1.895  -1.847  0.445  0.00
H  2.055  3.892  0.441  0.00
H  2.314  -2.132  -0.039  0.11
H  -1.549  1.573  0.442  0.00
H  -1.755  0.116  -1.582  -0.02
H  1.510  4.233  -0.087  0.00

---

No. 2
Entry from OMol25: a structure of composition C18H15BrNO3RuS in a non-equilibrium geometry (ωB97M-V/def2-TZVPD).

Summary:
- HOMO energy (alpha / beta): -11.6076 / -11.6196 eV
- Orbital gap (alpha / beta): 7.28 / 5.12 eV
- LUMO energy (alpha / beta): -4.3308 / -6.5003 eV
- 2S+1: 5
- Net charge: +1

Each line ends with the Löwdin charge.
CARTESIAN COORDINATES (ANGSTROEM)
Ru  0.073  -0.595  0.705  1.30
C  -2.177  1.998  0.728  -0.01
C  -0.761  2.440  0.763  -0.25
C  -0.543  3.832  0.821  0.02
C  0.720  4.343  0.828  0.05
C  1.809  3.449  0.805  -0.13
C  3.143  3.904  0.831  0.02
C  4.192  3.019  0.828  -0.03
C  3.942  1.651  0.797  -0.07
C  2.640  1.173  0.765  -0.56
S  2.363  -0.535  0.709  0.85
C  1.530  2.056  0.765  -0.22
N  0.250  1.565  0.722  0.00
H  -2.847  2.820  0.966  0.10
H  -2.354  1.192  1.444  0.08
H  -2.436  1.633  -0.269  0.11
H  -1.402  4.484  0.848  0.13
H  0.893  5.409  0.858  0.14
H  3.319  4.967  0.856  0.13
H  5.210  3.371  0.854  0.12
H  4.750  0.937  0.796  0.12
Br  -3.582  -5.453  -2.936  0.78
C  -2.514  -3.978  -2.401  -0.65
C  -1.293  -3.739  -3.022  -0.11
C  -0.538  -2.640  -2.651  -0.06
C  -0.999  -1.766  -1.674  -0.09
C  -2.218  -2.033  -1.048  -0.14
C  -2.981  -3.132  -1.404  -0.05
C  -2.791  -1.108  0.030  -0.60
O  -3.962  -0.822  0.007  0.13
O  -1.919  -0.720  0.878  -0.20
H  -0.952  -4.400  -3.803  0.11
H  0.405  -2.452  -3.142  0.11
H  -0.441  -0.814  -1.499  0.09
H  -3.937  -3.297  -0.929  0.12
C  1.111  -3.374  1.443  -0.22
O  0.179  -2.458  1.081  -0.38
H  0.654  -4.375  1.437  0.11
H  1.493  -3.185  2.463  0.10
H  1.972  -3.366  0.752  0.07

---

No. 3
Entry from OMol25: a cluster of 7 separate species, C12H32BrN13O6PS in total in a non-equilibrium geometry (ωB97M-V/def2-TZVPD).

Summary:
- HOMO energy: -11.0165 eV
- Orbital gap: 6.91 eV
- LUMO energy: -4.1061 eV
- Net charge: +1

Each line ends with the Löwdin charge.
CARTESIAN COORDINATES (ANGSTROEM)
C  -0.359  -3.771  -1.912  -0.24
P  -1.368  -3.885  -0.330  0.32
S  -0.677  -5.538  0.837  0.54
Br  -3.508  -4.082  -0.869  0.49
C  -0.952  -2.326  0.626  -0.35
C  0.479  -2.139  0.944  -0.03
C  0.731  -0.878  1.664  0.00
C  -0.432  -0.050  1.936  -0.09
N  -1.762  -0.263  1.666  0.07
C  -2.036  -1.409  1.006  -0.14
H  0.704  -4.038  -1.687  0.07
H  -0.358  -2.675  -2.179  0.08
H  -0.812  -4.355  -2.749  0.06
H  -1.710  -6.449  0.932  -0.09
H  1.281  -2.854  0.668  0.11
H  1.787  -0.585  1.961  0.11
H  -0.200  0.919  2.453  0.12
H  -3.091  -1.642  0.718  0.08
C  -5.018  0.550  -0.167  -0.69
O  -4.135  -0.033  -0.787  -0.02
N  -6.268  0.730  -0.669  0.16
N  -4.818  1.065  1.074  0.17
H  -7.003  1.205  -0.178  0.10
H  -6.451  0.363  -1.586  0.11
H  -3.902  0.949  1.478  0.06
H  -5.524  1.546  1.600  0.10
C  -1.677  4.345  2.208  -0.69
O  -1.833  4.105  3.395  0.01
N  -1.857  3.394  1.243  0.15
N  -1.314  5.568  1.746  0.15
H  -1.735  3.566  0.262  0.09
H  -2.123  2.475  1.549  0.06
H  -1.174  6.291  2.428  0.10
H  -1.182  5.787  0.777  0.07
C  4.824  -1.251  1.145  -0.69
O  4.216  -0.594  1.982  0.00
N  5.597  -2.320  1.478  0.15
N  4.777  -0.966  -0.181  0.16
H  6.104  -2.872  0.810  0.10
H  5.655  -2.559  2.452  0.11
H  4.214  -0.179  -0.465  0.06
H  5.267  -1.488  -0.883  0.10
C  -1.079  -9.103  -0.990  -0.69
O  -1.257  -9.295  0.202  0.02
N  -1.227  -10.080  -1.922  0.16
N  -0.716  -7.884  -1.480  0.13
H  -1.085  -9.940  -2.905  0.10
H  -1.495  -10.991  -1.593  0.11
H  -0.601  -7.146  -0.804  -0.04
H  -0.563  -7.691  -2.453  0.09
C  3.530  2.182  -2.194  -0.68
O  3.831  1.000  -2.297  0.01
N  3.069  2.912  -3.244  0.15
N  3.630  2.864  -1.021  0.16
H  2.817  3.880  -3.182  0.10
H  2.983  2.440  -4.127  0.11
H  3.967  2.357  -0.220  0.10
H  3.388  3.831  -0.916  0.10
C  0.572  8.207  0.434  -0.67
O  -0.565  7.811  0.644  0.01
N  1.258  7.899  -0.702  0.15
N  1.249  8.988  1.316  0.16
H  2.190  8.215  -0.894  0.09
H  0.788  7.324  -1.379  0.10
H  0.774  9.237  2.166  0.11
H  2.181  9.324  1.163  0.10

---

No. 4
Entry from OMol25: a structure of composition C2HAgO3 in a non-equilibrium geometry (ωB97M-V/def2-TZVPD).

Summary:
- HOMO energy (alpha / beta): -19.7922 / -23.2429 eV
- Orbital gap (alpha / beta): 8.77 / 7.44 eV
- LUMO energy (alpha / beta): -11.0173 / -15.7979 eV
- 2S+1: 3
- Net charge: +2

Each line ends with the Löwdin charge.
CARTESIAN COORDINATES (ANGSTROEM)
O  -0.600  -1.316  0.549  0.28
O  -1.457  1.861  0.312  0.44
O  -0.775  -0.927  -1.550  0.04
C  -1.217  0.806  -0.076  0.17
C  -0.591  -0.418  -0.396  -0.38
Ag  -0.328  -1.528  -3.326  1.20
H  -0.731  -2.186  -0.035  0.25

---

No. 5
Entry from OMol25: a cluster of 12 separate species, C23H64BBrN23O12 in total in a non-equilibrium geometry (ωB97M-V/def2-TZVPD).

Summary:
- HOMO energy: -3.8486 eV
- Orbital gap: 5.32 eV
- LUMO energy: 1.4701 eV
- Net charge: -1

Each line ends with the Löwdin charge.
CARTESIAN COORDINATES (ANGSTROEM)
C  4.541  -2.683  -1.576  -0.19
N  4.368  -1.177  -1.561  -0.18
C  3.035  -0.735  -2.124  -0.29
B  2.126  0.189  -1.097  -1.01
Br  3.391  1.587  -0.306  0.52
C  0.897  1.009  -1.824  -0.20
C  -0.530  0.138  -1.889  -0.33
C  -1.223  0.590  -3.343  -0.10
O  -0.134  -1.279  -1.857  -0.21
C  -1.293  -2.185  -1.810  -0.19
C  -0.734  -3.658  -2.370  -0.10
C  -0.761  -3.823  -4.027  -0.02
C  -0.181  -5.224  -4.660  -0.08
C  0.395  -6.411  -3.641  -0.07
C  0.404  -6.213  -1.988  -0.07
C  -0.179  -4.796  -1.326  -0.03
H  5.680  -2.916  -1.843  0.06
H  4.345  -3.188  -0.527  0.07
H  3.901  -3.246  -2.379  0.07
H  5.184  -0.791  -2.112  0.09
H  3.183  -0.143  -3.149  0.11
H  2.389  -1.676  -2.393  0.09
H  1.706  -0.398  -0.160  0.03
H  0.708  2.078  -1.328  0.10
H  1.179  1.254  -2.957  0.10
H  -1.228  0.399  -0.980  0.14
H  -1.285  1.762  -3.398  0.08
H  -2.319  0.137  -3.316  0.05
H  -0.688  0.091  -4.264  0.09
H  -1.638  -2.390  -0.688  0.12
H  -2.179  -1.897  -2.518  0.11
H  -1.169  -2.929  -4.695  0.09
H  -0.167  -5.328  -5.829  0.06
H  0.819  -7.373  -4.169  0.05
H  0.832  -7.056  -1.264  0.07
H  -0.174  -4.579  -0.173  0.09
C  1.859  4.042  2.953  -0.73
O  0.863  3.824  2.282  -0.01
N  3.103  3.767  2.521  0.15
N  1.802  4.577  4.186  0.13
H  3.935  3.940  3.059  0.09
H  3.190  3.364  1.597  -0.01
H  0.884  4.799  4.550  0.08
H  2.611  4.764  4.755  0.09
C  0.252  3.354  7.350  -0.70
O  0.420  4.408  6.757  0.01
N  -0.783  2.533  7.096  0.15
N  1.087  2.919  8.311  0.15
H  -0.939  1.662  7.574  0.10
H  -1.436  2.824  6.380  0.11
H  1.880  3.507  8.533  0.10
H  0.966  2.054  8.810  0.06
C  -4.595  0.366  -0.313  -0.73
O  -5.245  0.412  -1.345  0.00
N  -4.056  1.458  0.258  0.17
N  -4.358  -0.783  0.347  0.16
H  -3.518  1.440  1.107  0.11
H  -4.211  2.344  -0.206  0.12
H  -4.746  -1.629  -0.049  0.11
H  -3.825  -0.842  1.198  0.10
C  -8.864  2.354  -0.688  -0.71
O  -9.852  2.906  -0.231  0.00
N  -7.958  1.727  0.084  0.17
N  -8.592  2.322  -2.005  0.16
H  -7.139  1.266  -0.274  0.07
H  -8.125  1.727  1.082  0.11
H  -9.249  2.782  -2.622  0.11
H  -7.784  1.872  -2.400  0.10
C  -3.612  5.936  8.122  -0.73
O  -4.698  6.449  8.342  0.01
N  -3.413  4.607  8.169  0.15
N  -2.517  6.654  7.814  0.16
H  -2.526  4.166  7.992  0.06
H  -4.211  4.029  8.398  0.11
H  -2.624  7.659  7.768  0.11
H  -1.615  6.250  7.630  0.09
C  7.829  -2.495  -4.472  -0.72
O  6.841  -1.942  -4.015  0.03
N  8.735  -3.121  -3.699  0.15
N  8.101  -2.526  -5.789  0.15
H  9.555  -3.582  -4.057  0.09
H  8.568  -3.121  -2.701  0.11
H  7.444  -2.066  -6.406  0.11
H  8.909  -2.976  -6.184  0.08
C  1.068  7.780  3.217  -0.71
O  1.824  7.091  3.885  0.02
N  0.995  9.117  3.348  0.14
N  0.240  7.263  2.291  0.17
H  0.379  9.700  2.808  0.09
H  1.602  9.546  4.035  0.10
H  0.263  6.260  2.161  0.09
H  -0.389  7.814  1.732  0.10
C  -13.856  1.820  -0.014  -0.73
O  -15.046  1.935  -0.261  0.00
N  -13.312  0.671  0.425  0.15
N  -12.982  2.833  -0.157  0.16
H  -12.335  0.557  0.634  0.10
H  -13.935  -0.117  0.546  0.11
H  -13.351  3.716  -0.485  0.11
H  -11.999  2.758  0.042  0.05
C  3.450  1.354  10.224  -0.68
O  2.260  1.469  9.977  0.00
N  3.994  0.205  10.663  0.16
N  4.324  2.367  10.081  0.16
H  4.971  0.091  10.872  0.10
H  3.371  -0.583  10.784  0.12
H  3.955  3.250  9.753  0.11
H  5.307  2.291  10.279  0.10
C  9.952  -4.759  -8.809  -0.72
O  10.656  -4.073  -8.085  0.01
N  8.889  -4.266  -9.470  0.15
N  10.176  -6.071  -9.010  0.15
H  8.298  -4.815  -10.070  0.10
H  8.686  -3.283  -9.346  0.11
H  10.966  -6.482  -8.531  0.11
H  9.607  -6.652  -9.603  0.10
C  0.352  -9.197  -6.936  -0.71
O  1.056  -8.511  -6.212  0.02
N  -0.711  -8.704  -7.597  0.15
N  0.576  -10.509  -7.138  0.15
H  -1.302  -9.253  -8.198  0.10
H  -0.914  -7.721  -7.473  0.11
H  1.366  -10.920  -6.659  0.11
H  0.007  -11.090  -7.730  0.09